[1]
{"formula": "C13H11BN3O6S2W", "method": "the ωB97M-V functional and the def2-TZVPD basis", "elements": ["W", "O", "S", "O", "O", "C", "C", "C", "C", "C", "C", "S", "O", "O", "O", "H", "H", "H", "H", "B", "C", "N", "H", "H", "H", "N", "C", "C", "C", "C", "C", "N", "C", "H", "H", "H", "H"], "positions_angstrom": [[-0.73, -0.06, -0.08], [2.03, 0.46, -2.78], [1.37, 0.76, -1.59], [-0.24, 0.60, -1.80], [1.35, -0.19, -0.41], [1.84, 2.26, -0.84], [2.82, 2.96, -1.52], [3.53, 3.99, -0.87], [3.28, 4.27, 0.45], [2.26, 3.59, 1.15], [1.54, 2.60, 0.52], [0.04, 2.17, 1.30], [-0.21, 2.86, 2.49], [-0.09, 0.54, 1.59], [-0.92, 2.09, 0.16], [3.09, 2.68, -2.53], [4.28, 4.53, -1.42], [3.85, 5.03, 0.97], [2.01, 3.89, 2.16], [-5.19, 0.33, -0.38], [-3.80, 0.16, -0.20], [-2.57, -0.05, -0.23], [-5.97, -0.42, 0.15], [-5.61, 1.45, -0.52], [-4.69, -0.15, -1.46], [2.84, -5.38, -0.11], [1.84, -4.86, 0.08], [0.59, -4.19, 0.30], [-0.54, -4.86, 0.79], [-1.72, -4.14, 0.97], [-1.76, -2.81, 0.66], [-0.65, -2.13, 0.20], [0.51, -2.84, 0.02], [-0.49, -5.92, 1.01], [-2.61, -4.63, 1.33], [-2.67, -2.25, 0.79], [1.38, -2.32, -0.34]], "lowdin_charge": [1.98, -0.09, 0.77, -0.36, -0.39, -0.24, 0.04, 0.05, 0.05, 0.04, -0.24, 0.77, -0.10, -0.38, -0.35, 0.15, 0.15, 0.15, 0.15, -0.11, 0.00, -0.08, 0.14, 0.14, 0.20, 0.27, -0.13, -0.14, 0.12, 0.04, -0.05, -0.11, 0.00, 0.17, 0.15, 0.11, 0.13], "total_charge": 3, "de_lowest_kcal_mol": 50.5, "homo_ha": -0.7262, "multiplicity": 1}



[2]
{"formula": "C3H8N3", "method": "the ωB97M-V functional and the def2-TZVPD basis", "elements": ["N", "C", "N", "N", "C", "C", "H", "H", "H", "H", "H", "H", "H", "H"], "positions_angstrom": [[1.06, -1.44, 1.44], [0.48, -0.73, 0.50], [0.70, -0.84, -0.77], [-0.18, -0.01, -1.53], [-0.53, 1.10, -0.63], [-0.51, 0.38, 0.75], [0.80, -1.12, 2.46], [1.90, -1.91, 1.27], [-0.99, -0.44, -2.08], [0.53, 0.36, -2.28], [-1.47, 1.73, -0.78], [0.34, 1.78, -0.69], [-1.55, -0.06, 0.91], [-0.57, 1.20, 1.42]], "nbo_charge": [-0.73, 0.46, -0.38, -0.38, -0.24, -0.51, 0.43, 0.43, 0.45, 0.46, 0.26, 0.23, 0.25, 0.27], "total_charge": 1, "de_lowest_kcal_mol": 55.8, "smiles": "NC1=N[NH2+]CC1", "homo_ha": -0.5274, "multiplicity": 1}



[3]
{"formula": "C29H31F9INO6S2", "method": "the ωB97M-V functional and the def2-TZVPD basis", "elements": ["N", "C", "C", "C", "C", "C", "C", "C", "C", "C", "C", "O", "C", "I", "C", "O", "C", "C", "C", "C", "O", "C", "S", "C", "C", "C", "C", "F", "F", "C", "F", "F", "S", "F", "F", "F", "F", "F", "C", "O", "H", "H", "H", "H", "H", "H", "H", "H", "H", "H", "H", "H", "H", "H", "H", "H", "H", "H", "H", "C", "C", "C", "O", "H", "H", "H", "H", "H", "H", "C", "C", "C", "O", "H", "H", "H", "H", "H", "H"], "positions_angstrom": [[1.52, 2.53, -5.32], [2.97, 2.81, -5.33], [3.75, 2.03, -4.18], [2.83, 1.29, -3.16], [2.46, -0.11, -3.47], [1.65, -0.87, -2.54], [1.13, -0.33, -1.25], [1.46, 1.10, -0.97], [0.98, 1.86, 0.29], [2.31, 1.99, 1.36], [3.56, 1.00, 0.99], [2.57, 0.79, 2.20], [2.30, 1.86, -1.93], [2.83, 3.91, -1.50], [0.29, -1.31, -0.30], [0.40, -1.13, 0.89], [-0.55, -2.45, -0.98], [0.01, -2.94, -2.26], [-0.59, -4.04, -3.03], [-1.79, -4.63, -2.45], [-2.35, -5.71, -3.15], [-2.39, -4.15, -1.19], [-3.89, -5.05, -0.65], [-1.81, -3.04, -0.41], [-2.45, -2.56, 0.93], [-4.02, -2.28, 0.88], [-4.46, -1.33, -0.33], [-3.39, -0.45, -0.50], [-4.65, -2.16, -1.41], [-5.76, -0.58, 0.16], [-6.61, -1.42, 0.85], [-5.42, 0.39, 1.08], [-6.78, 0.26, -1.18], [-8.13, 0.23, -0.22], [-6.47, 1.76, -0.55], [-5.51, 0.41, -2.18], [-7.27, -1.15, -1.82], [-7.69, 1.02, -2.31], [1.30, -2.33, -2.91], [1.99, -2.95, -3.70], [1.08, 3.27, -4.77], [1.20, 2.59, -6.30], [3.21, 3.91, -5.18], [3.44, 2.51, -6.31], [4.43, 1.24, -4.62], [4.44, 2.72, -3.62], [2.84, -0.54, -4.42], [0.66, 2.92, 0.10], [0.15, 1.37, 0.86], [2.57, 3.03, 1.77], [3.32, -0.04, 0.65], [4.44, 1.01, 1.69], [-0.14, -4.41, -3.97], [-1.60, -6.31, -3.33], [-3.97, -6.20, -1.41], [-1.96, -1.67, 1.40], [-2.30, -3.41, 1.67], [-4.67, -3.18, 0.97], [-4.26, -1.66, 1.81], [6.82, 0.52, 4.59], [5.96, 1.72, 4.28], [6.00, 2.87, 5.25], [5.28, 1.76, 3.28], [6.69, -0.23, 3.80], [7.87, 0.81, 4.63], [6.51, 0.08, 5.54], [7.02, 3.26, 5.33], [5.66, 2.53, 6.23], [5.34, 3.66, 4.90], [-0.82, 0.94, 3.81], [-2.31, 0.83, 3.75], [-3.10, 2.09, 3.49], [-2.84, -0.25, 3.90], [-0.40, -0.05, 4.00], [-0.44, 1.30, 2.86], [-0.53, 1.60, 4.63], [-2.82, 2.51, 2.53], [-2.92, 2.81, 4.29], [-4.17, 1.84, 3.47]], "lowdin_charge": [-0.01, -0.27, -0.20, -0.25, 0.05, -0.06, 0.02, -0.18, -0.13, -0.20, -0.01, -0.19, -0.49, 0.94, -0.24, 0.10, 0.01, -0.04, 0.07, -0.27, -0.03, -0.40, 0.83, -0.12, -0.11, -0.09, -0.39, 0.09, 0.07, -0.38, 0.10, 0.09, 0.92, -0.17, -0.17, -0.14, -0.14, -0.16, -0.29, 0.09, 0.07, 0.07, 0.10, 0.11, 0.11, 0.06, 0.13, 0.06, 0.08, 0.13, 0.11, 0.06, 0.13, 0.12, -0.10, 0.10, 0.14, 0.08, 0.12, -0.02, -0.48, -0.02, 0.05, 0.08, 0.09, 0.09, 0.09, 0.09, 0.08, -0.01, -0.51, -0.02, 0.06, 0.09, 0.06, 0.09, 0.09, 0.09, 0.08], "total_charge": 0, "smiles": "NCCc1cc2c(c(C[C@@H]3CO3)c1I)C(=O)c1c(cc(O)c(S)c1CCC(F)(F)C(F)(F)S(F)(F)(F)(F)F)C2=O.CC(C)=O.CC(C)=O", "homo_ha": -0.3141, "multiplicity": 1}



[4]
{"formula": "C6H13BrN2O3S", "method": "the ωB97M-V functional and the def2-TZVPD basis", "elements": ["C", "C", "C", "C", "C", "C", "N", "N", "O", "O", "O", "S", "Br", "H", "H", "H", "H", "H", "H", "H", "H", "H", "H", "H", "H", "H"], "positions_angstrom": [[-0.60, -1.24, 0.77], [-1.52, -3.40, 0.22], [-2.21, -1.34, -1.03], [2.78, 1.99, 0.05], [0.95, 2.40, 1.58], [0.75, -0.16, -1.71], [-1.45, -1.92, 0.10], [1.53, 1.32, 0.67], [0.08, -1.67, 1.64], [-0.64, 0.19, 0.50], [-0.39, 2.02, -1.06], [0.38, 0.94, -0.51], [2.03, -1.40, -0.98], [-1.16, -3.73, 1.19], [-2.58, -3.65, 0.01], [-0.86, -3.80, -0.51], [-2.14, -0.19, -1.01], [-1.61, -1.84, -1.75], [-3.26, -1.47, -1.05], [2.51, 3.05, -0.28], [3.51, 1.93, 0.79], [3.23, 1.38, -0.69], [0.34, 1.77, 2.29], [1.72, 2.90, 2.10], [0.15, 2.98, 1.09], [1.28, 0.43, -2.54]], "nbo_charge": [0.90, -0.41, -0.43, -0.44, -0.45, -0.91, -0.42, -0.62, -0.60, -0.76, -0.91, 2.17, 0.00, 0.24, 0.21, 0.21, 0.24, 0.22, 0.20, 0.20, 0.22, 0.22, 0.23, 0.22, 0.22, 0.25], "total_charge": 0, "homo_ha": -0.3110, "multiplicity": 1}



[5]
{"formula": "C13H16BrN2O5", "method": "the ωB97M-V functional and the def2-TZVPD basis", "elements": ["Br", "C", "O", "N", "N", "H", "H", "H", "H", "C", "C", "C", "C", "C", "C", "O", "O", "H", "H", "H", "H", "H", "H", "C", "C", "C", "C", "C", "C", "O", "O", "H", "H", "H", "H", "H", "H"], "positions_angstrom": [[0.11, 0.31, 1.56], [3.16, 2.48, 3.35], [4.24, 2.87, 3.84], [3.09, 1.87, 2.16], [1.97, 2.73, 3.98], [2.20, 1.60, 1.75], [3.92, 1.76, 1.61], [2.01, 3.29, 4.80], [1.16, 2.32, 3.55], [-5.22, 1.14, 0.33], [-5.95, 1.86, -0.63], [-5.29, 2.38, -1.71], [-3.91, 2.23, -1.89], [-3.19, 1.59, -0.90], [-3.84, 1.11, 0.25], [-3.13, 0.46, 1.21], [-6.06, 3.04, -2.65], [-5.76, 0.71, 1.16], [-7.03, 1.89, -0.51], [-3.35, 2.50, -2.77], [-2.11, 1.55, -0.86], [-2.18, 0.70, 1.16], [-5.57, 3.51, -3.33], [1.77, -2.55, -0.93], [1.89, -3.90, -1.23], [3.14, -4.43, -1.56], [4.29, -3.67, -1.37], [4.16, -2.34, -0.97], [2.92, -1.78, -0.74], [2.85, -0.50, -0.30], [3.24, -5.72, -2.03], [0.78, -2.18, -0.71], [0.97, -4.45, -1.35], [5.24, -4.11, -1.62], [5.07, -1.77, -0.83], [1.99, -0.30, 0.11], [2.42, -6.20, -1.95]], "nbo_charge": [-0.89, 0.77, -0.73, -0.85, -0.86, 0.42, 0.40, 0.40, 0.41, -0.25, -0.26, 0.26, -0.28, -0.25, 0.29, -0.70, -0.70, 0.21, 0.22, 0.21, 0.23, 0.51, 0.48, -0.26, -0.27, 0.26, -0.26, -0.25, 0.30, -0.71, -0.69, 0.23, 0.20, 0.21, 0.22, 0.52, 0.48], "total_charge": -1, "de_lowest_kcal_mol": 8.3, "homo_ha": -0.2033, "multiplicity": 1}